{
  "formula": "CH27NO14",
  "method": "the ωB97M-V functional and the def2-TZVPD basis",
  "species": ["N", "H", "H", "H", "H", "C", "O", "O", "O", "H", "O", "H", "H", "O", "H", "H", "O", "H", "H", "O", "H", "H", "O", "H", "H", "O", "H", "H", "O", "H", "H", "O", "H", "H", "O", "H", "H", "O", "H", "H", "O", "H", "H"],
  "coordinates": [[-0.387, 0.394, -0.313], [-0.553, 1.340, -0.261], [-0.674, -0.162, 0.575], [0.625, 0.219, -0.613], [-0.908, 0.115, -0.987], [3.573, 1.180, 0.134], [4.571, 1.683, 0.623], [2.373, 1.907, 0.263], [3.457, -0.035, -0.160], [2.557, 2.809, 0.462], [0.192, -2.694, -0.937], [0.788, -2.039, -1.268], [0.568, -3.629, -0.718], [-0.459, 3.780, -0.615], [0.311, 3.303, -1.116], [-1.154, 4.044, -1.238], [-3.239, 1.050, -1.645], [-3.962, 1.250, -1.074], [-3.638, 0.820, -2.469], [2.527, -1.353, -2.144], [3.289, -1.766, -2.630], [2.875, -0.754, -1.399], [0.723, 1.139, 2.851], [0.027, 1.531, 3.525], [1.586, 1.084, 3.207], [0.519, 0.045, -3.178], [1.391, -0.327, -3.030], [0.276, -0.573, -3.856], [-2.951, -0.816, 1.707], [-2.959, 0.090, 1.719], [-2.125, -1.317, 1.929], [-3.015, 2.042, 1.348], [-2.368, 2.672, 0.988], [-3.698, 2.314, 2.049], [-2.441, -2.111, -1.108], [-2.580, -1.772, -0.211], [-1.529, -2.504, -1.044], [2.323, -2.112, 1.380], [2.344, -2.976, 1.083], [2.600, -1.452, 0.823], [-0.503, -1.758, 2.467], [-0.800, -2.728, 2.612], [0.435, -1.942, 2.281]],
  "mulliken_charge": [0.51, 0.12, -0.03, -0.07, 0.52, 0.58, -0.67, -0.35, -0.93, 0.25, -0.63, 0.38, 0.25, -0.66, 0.32, 0.32, -0.52, 0.28, 0.25, -0.73, 0.24, 0.47, -0.55, 0.28, 0.28, -0.61, 0.33, 0.29, -0.63, 0.30, 0.32, -0.62, 0.29, 0.27, -0.68, 0.40, 0.34, -0.58, 0.26, 0.40, -0.61, 0.31, 0.30],
  "charge": 0,
  "e_above_lowest_ev": 3.393,
  "fmax_ev_per_a": 8.32,
  "e_homo_ev": -8.692,
  "homo_lumo_gap_ev": 8.532
}